{"formula": "C30H36CoN3O4", "method": "ωB97M-V/def2-TZVPD", "homo_energy_ha": [-0.2758, -0.2906], "max_force_ev_per_a": 4.22, "lumo_energy_ev": [0.4, -1.6], "multiplicity": 5, "energy_ev": -81978.1338, "relative_energy_kj_mol": 46.1, "elements": ["C", "C", "C", "H", "C", "C", "H", "C", "C", "C", "H", "C", "C", "H", "H", "H", "H", "H", "H", "Co", "C", "C", "C", "H", "H", "H", "H", "H", "H", "C", "C", "H", "H", "O", "N", "C", "H", "C", "C", "H", "C", "H", "C", "H", "C", "H", "C", "H", "H", "H", "C", "C", "C", "C", "C", "C", "O", "N", "C", "O", "N", "C", "O", "H", "H", "H", "H", "H", "H", "H", "H", "H", "H", "H"], "coordinates": [[2.94265, -0.48456, 0.97054], [2.73807, -1.28702, -0.18074], [2.24882, -0.45446, -1.21495], [2.96613, -2.35238, -0.21329], [2.09014, 0.87995, -0.68813], [2.58600, 0.87112, 0.66244], [1.77082, 1.77835, -1.22123], [-0.79080, -3.12813, 1.77792], [0.38387, -3.58788, 1.13708], [0.29574, -3.23283, -0.24235], [1.22164, -4.08117, 1.63992], [-0.96307, -2.57236, -0.46353], [-1.64898, -2.55345, 0.79293], [2.13896, -0.80246, -2.24401], [2.62584, 1.69052, 1.37970], [3.33955, -0.86236, 1.90110], [-2.66243, -2.17501, 0.97037], [1.06239, -3.39635, -1.01251], [-1.01821, -3.24530, 2.84116], [0.98640, -0.21507, 0.49903], [-1.33294, -1.85332, -1.77049], [-2.82353, -1.62614, -1.91746], [-0.79643, -2.71999, -2.92078], [-3.35078, -2.55540, -1.66937], [-3.04473, -1.36840, -2.96178], [-3.16782, -0.82685, -1.25186], [-1.11342, -3.76801, -2.77795], [0.30290, -2.65621, -2.96646], [-1.18115, -2.34882, -3.88054], [-0.52831, -0.51836, -1.80533], [-1.08350, 0.88793, -1.83870], [0.21407, -0.56649, -2.63291], [0.00088, -0.50892, -0.77886], [-1.20931, 1.47834, -0.74871], [-1.21512, 1.42064, -3.12699], [-0.10147, 2.25084, -3.65948], [-2.14076, 1.81813, -3.26883], [1.16504, 1.47999, -4.01757], [2.42353, 2.03643, -3.76766], [2.46540, 3.02409, -3.32400], [3.59167, 1.32426, -4.02239], [4.55560, 1.75086, -3.75564], [3.52522, 0.05844, -4.61181], [4.44210, -0.49898, -4.83267], [2.27528, -0.47764, -4.96521], [2.21150, -1.45702, -5.46644], [1.09841, 0.24975, -4.69368], [0.12597, -0.16095, -5.00231], [0.18008, 3.06956, -2.95256], [-0.49953, 2.70820, -4.58436], [-3.49356, 1.37049, 3.29145], [-2.45647, 0.80519, 4.23655], [-0.97595, 1.13333, 3.92728], [-0.63119, 2.64967, 4.03002], [-1.26890, 3.58222, 3.00948], [-0.14317, 0.44099, 5.03616], [-0.16938, 0.78808, 6.20390], [0.60271, -0.66000, 4.65439], [0.98135, -1.06770, 3.38555], [1.72134, -2.01929, 3.23309], [0.41410, -0.31914, 2.36156], [-0.60070, 0.56726, 2.57027], [-1.24885, 0.89948, 1.55968], [-3.75204, 2.39972, 3.55374], [-4.40623, 0.77431, 3.36821], [-3.12003, 1.33049, 2.26399], [-2.65036, 1.12452, 5.26967], [-2.52356, -0.29490, 4.23465], [-0.90124, 2.96048, 5.05158], [0.46826, 2.74783, 3.96132], [-2.25841, 3.91214, 3.34654], [-0.64709, 4.48046, 2.90426], [-1.34974, 3.08797, 2.03353], [1.10679, -1.12868, 5.39443]], "lowdin_charge": [-0.1553, -0.1142, -0.1387, 0.1185, -0.1672, -0.1507, 0.1077, -0.0784, -0.0617, -0.0761, 0.1133, -0.1659, -0.0400, 0.1029, 0.1217, 0.1096, 0.1098, 0.1018, 0.1134, 0.6402, -0.4594, -0.0313, -0.0400, 0.0967, 0.0898, 0.0929, 0.1035, 0.0784, 0.0878, -0.0490, -0.4010, 0.0885, 0.0614, 0.0798, 0.0376, -0.1265, 0.1342, -0.2313, -0.0645, 0.1139, -0.0759, 0.1086, -0.0900, 0.1066, -0.0843, 0.1096, -0.0642, 0.1176, 0.1259, 0.1319, -0.0869, -0.1584, -0.2796, -0.1548, -0.0857, -0.3853, 0.0887, 0.2062, -0.5209, 0.0536, 0.0946, -0.3839, -0.0103, 0.0673, 0.0760, 0.0676, 0.1252, 0.1263, 0.1229, 0.1248, 0.0670, 0.0756, 0.0706, 0.1612]}

=====

{"formula": "C30H36GeLuN7O3S", "method": "ωB97M-V/def2-TZVPD", "homo_energy_ha": [0.0308, 0.0308], "max_force_ev_per_a": 3.81, "lumo_energy_ev": [3.5, 3.5], "energy_ev": -149238.4922, "relative_energy_kj_mol": 272.0, "charge": -2, "elements": ["Lu", "N", "C", "S", "N", "N", "C", "C", "C", "C", "C", "C", "N", "H", "H", "H", "H", "H", "H", "H", "C", "O", "C", "C", "C", "C", "C", "C", "N", "N", "C", "C", "C", "C", "O", "C", "N", "C", "C", "C", "C", "H", "H", "H", "H", "H", "H", "H", "H", "H", "H", "H", "H", "C", "Ge", "C", "C", "C", "H", "H", "H", "H", "H", "H", "H", "H", "H", "H", "H", "C", "O", "C", "C", "H", "H", "H", "H", "H", "H"], "coordinates": [[-0.09315, 0.27790, 1.41727], [-1.57523, -4.24247, 1.87483], [-0.92624, -3.01878, 1.66501], [-1.97384, -1.70178, 1.21723], [0.35486, -3.04327, 1.80572], [1.03279, -1.84851, 1.58079], [2.30657, -2.10690, 1.34470], [3.35805, -1.23359, 1.03517], [4.59725, -1.75846, 0.56014], [5.47569, -0.99390, -0.13864], [5.14006, 0.36426, -0.40340], [4.05019, 0.88965, 0.22144], [3.26392, 0.16524, 1.05170], [-2.50712, -4.11478, 2.23844], [-1.00903, -4.86037, 2.44097], [2.57871, -3.16087, 1.34651], [4.77886, -2.81581, 0.71074], [6.39329, -1.41946, -0.52378], [5.72499, 0.97933, -1.07025], [3.75463, 1.92000, 0.09543], [-4.49085, -2.61337, -4.62042], [-3.70161, -2.34725, -5.75276], [-2.98083, -1.16301, -5.72705], [-3.16298, -0.15877, -4.78787], [-2.37307, 0.98524, -4.81574], [-1.37341, 1.16479, -5.79126], [-1.24547, 0.14525, -6.75700], [-2.01979, -0.99594, -6.72363], [-0.55898, 2.27593, -5.96536], [-0.28173, 3.11630, -4.98192], [-0.32027, 2.77300, -3.64004], [-0.68634, 3.77381, -2.74065], [-0.83560, 3.55364, -1.36776], [-0.59390, 2.30910, -0.79754], [-0.80188, 2.01617, 0.46956], [-0.05759, 1.30987, -1.66626], [0.34097, 0.15288, -1.05492], [0.88001, -0.80412, -1.77658], [1.09536, -0.67446, -3.15521], [0.70215, 0.48101, -3.78828], [0.08627, 1.51712, -3.06538], [-4.87203, -3.62673, -4.74158], [-5.33671, -1.92095, -4.54432], [-3.90357, -2.55273, -3.69893], [-3.90371, -0.25556, -4.00412], [-2.53502, 1.74018, -4.06040], [-0.49812, 0.27960, -7.53016], [-1.89055, -1.78112, -7.46019], [-0.91478, 4.74545, -3.16281], [-1.17503, 4.34972, -0.71433], [1.17650, -1.69931, -1.23945], [1.56938, -1.47868, -3.70238], [0.87348, 0.60576, -4.84908], [-0.43097, -1.49278, 5.24374], [-1.66457, 0.01011, 4.88518], [-3.45133, -0.77439, 4.58664], [-1.82615, 0.94151, 6.64532], [-1.06891, 1.15581, 3.46442], [-0.77100, -2.07417, 6.10444], [0.57543, -1.12211, 5.45046], [-0.37099, -2.14931, 4.37318], [-3.91248, -1.05996, 5.53509], [-3.38208, -1.64550, 3.93641], [-4.09539, -0.04790, 4.08839], [-2.17273, 0.26629, 7.43191], [-2.53185, 1.77051, 6.56265], [-0.85931, 1.35281, 6.94462], [-0.41668, 1.92329, 3.90718], [-1.95198, 1.68861, 3.08440], [2.97842, 3.06915, 2.23687], [2.10969, 2.15014, 1.60007], [2.22144, 0.75898, 1.89875], [2.56648, 0.50500, 3.36054], [2.67939, 3.24403, 3.27581], [2.89997, 4.00781, 1.68711], [4.02422, 2.74187, 2.23107], [3.56819, 0.85877, 3.64921], [2.52430, -0.56588, 3.56338], [1.82338, 0.98705, 3.99695]], "lowdin_charge": [1.3912, -0.0150, -0.9676, 0.4229, -0.0635, -0.2121, -0.2126, -0.2646, -0.0977, -0.1717, -0.1519, -0.1139, -0.0267, 0.0270, 0.0554, 0.0875, 0.0903, 0.0662, 0.0603, 0.1068, -0.1051, -0.1003, -0.2732, -0.0125, -0.0058, -0.3299, -0.0388, -0.0185, 0.0371, 0.0698, -0.2938, -0.0323, -0.0127, -0.3369, -0.2322, -0.1327, 0.0646, -0.0965, -0.0253, -0.0113, -0.1024, 0.0873, 0.0884, 0.1026, 0.1063, 0.1139, 0.1049, 0.1114, 0.1018, 0.1079, 0.1108, 0.1024, 0.1022, -0.2281, 0.6705, -0.2505, -0.2609, -0.4662, -0.0012, 0.0012, -0.0080, -0.0045, -0.0286, 0.0043, -0.0086, -0.0057, -0.0041, -0.0516, -0.0537, -0.1385, -0.2444, -0.5097, -0.0894, 0.0773, 0.0794, 0.0779, 0.0674, 0.0605, 0.0534]}

=====

{"formula": "C30H36MnN4O5S", "method": "ωB97M-V/def2-TZVPD", "homo_energy_ha": [-0.1880, -0.1880], "max_force_ev_per_a": 0.46, "lumo_energy_ev": [1.6, 1.2], "multiplicity": 5, "energy_ev": -90050.9417, "charge": -1, "elements": ["Mn", "C", "C", "O", "C", "C", "C", "N", "N", "C", "O", "C", "C", "C", "C", "C", "C", "H", "H", "H", "H", "H", "H", "H", "H", "H", "H", "H", "H", "C", "C", "C", "C", "C", "C", "C", "C", "N", "C", "C", "C", "C", "H", "H", "H", "H", "H", "H", "H", "H", "H", "H", "H", "H", "H", "H", "H", "H", "H", "H", "N", "C", "C", "C", "C", "C", "C", "S", "O", "O", "O", "H", "H", "H", "H", "H", "H"], "coordinates": [[0.05152, -0.36675, -0.12345], [4.13796, 0.66970, -0.20702], [2.65346, 0.89485, -0.30392], [1.93811, -0.17137, -0.13694], [2.15887, 2.15605, -0.52305], [0.78175, 2.48230, -0.57947], [0.38064, 3.92160, -0.67089], [-0.14319, 1.55555, -0.53959], [-1.47528, 1.99968, -0.57726], [-2.25735, 1.01724, -0.27996], [-1.82844, -0.18944, 0.01111], [-3.72527, 1.22790, -0.26076], [-4.26630, 2.50483, -0.39171], [-5.63904, 2.68079, -0.36500], [-6.48048, 1.58568, -0.20871], [-5.94348, 0.31386, -0.07836], [-4.56805, 0.13348, -0.10084], [4.34799, -0.39667, -0.22465], [4.51039, 1.08488, 0.73110], [4.66256, 1.16333, -1.02458], [2.86672, 2.96709, -0.60903], [1.25724, 4.55540, -0.77764], [-0.15710, 4.19609, 0.23766], [-0.30545, 4.07748, -1.50186], [-3.59886, 3.34711, -0.51186], [-6.05618, 3.67525, -0.45970], [-7.55365, 1.72669, -0.18402], [-6.59559, -0.54064, 0.04843], [-4.13294, -0.85033, 0.00825], [-0.56553, -1.06335, -4.55408], [-0.49929, -2.14426, -3.50874], [-0.73498, -3.47613, -3.82812], [-0.67298, -4.43972, -2.82948], [-0.91025, -5.89152, -3.15875], [-0.39841, -4.08879, -1.51437], [-0.16353, -2.75359, -1.13021], [-0.20568, -1.81458, -2.19868], [0.06496, -2.24676, 0.12966], [0.20109, -2.90537, 1.44555], [-0.87605, -2.32854, 2.37612], [1.59117, -2.57359, 2.00474], [0.05664, -4.42573, 1.46061], [-0.71866, -1.48763, -5.54570], [0.35414, -0.47527, -4.57320], [-1.38896, -0.37634, -4.34871], [-0.96199, -3.75947, -4.84936], [-1.13772, -6.02383, -4.21617], [-1.74342, -6.29359, -2.57952], [-0.02978, -6.49256, -2.92386], [-0.38089, -4.87954, -0.78671], [0.02414, -0.74856, -2.06404], [-0.92216, -1.23951, 2.31662], [-0.67533, -2.58974, 3.41604], [-1.86160, -2.70742, 2.09855], [1.79704, -1.50536, 1.94768], [2.36432, -3.08652, 1.42818], [1.66525, -2.87558, 3.05028], [-0.93491, -4.74763, 1.14408], [0.19352, -4.75145, 2.49343], [0.81796, -4.91712, 0.85474], [0.00950, 1.32572, 2.68471], [0.07967, 0.81599, 4.00922], [1.25371, 0.21876, 4.45360], [1.32742, -0.30640, 5.73517], [0.24467, -0.21850, 6.59890], [-0.91889, 0.39562, 6.16004], [-1.00730, 0.90271, 4.87131], [0.35646, -0.86306, 8.27209], [-0.99277, -1.32753, 8.56256], [1.35573, -1.91876, 8.17823], [0.77350, 0.28475, 9.06534], [-0.92049, 1.63580, 2.43392], [0.30775, 0.62872, 2.01066], [2.10760, 0.16242, 3.78689], [2.22688, -0.79680, 6.08485], [-1.76537, 0.44227, 6.83309], [-1.93272, 1.35022, 4.52197]], "lowdin_charge": [0.9828, -0.0088, -0.4109, -0.1328, -0.0206, -0.3035, -0.0248, -0.0634, 0.0962, -0.4252, -0.1333, -0.1450, -0.0317, -0.0867, -0.0947, -0.0795, -0.0173, 0.0840, 0.0925, 0.0831, 0.1072, 0.0744, 0.0909, 0.0812, 0.1066, 0.0989, 0.0980, 0.1013, 0.1151, -0.0466, -0.2764, -0.0382, -0.2765, -0.0553, 0.0060, -0.2404, -0.0333, -0.0559, -0.5862, -0.0289, -0.0398, -0.0599, 0.0710, 0.0802, 0.0826, 0.1052, 0.0684, 0.0794, 0.0795, 0.0778, 0.0858, 0.0503, 0.0964, 0.0897, 0.0488, 0.0881, 0.0908, 0.0817, 0.0928, 0.0823, 0.0955, -0.3446, -0.0523, -0.0579, -0.2688, -0.0593, -0.0430, 0.3914, -0.3785, -0.3809, -0.3716, 0.0754, 0.0177, 0.1012, 0.1088, 0.1107, 0.1029]}